The following is a quantum chemistry calculation of a 2-piece molecular cluster, C4H9NO3SSi overall at a distorted geometry, from the OMol25 dataset.

```
19
Properties=species:S:1:pos:R:3
H -1.027 -3.396 0.512
N -1.003 -2.445 0.113
Si -1.956 -1.159 0.215
O -3.401 -0.746 0.670
O -1.114 0.094 -0.454
C -1.171 1.374 0.023
O -2.128 1.940 0.397
C 0.159 1.915 -0.301
C 0.155 3.198 -0.690
C 1.370 0.982 -0.254
H -3.951 -0.018 0.488
H 1.171 3.739 -0.751
H -0.803 3.673 -0.891
H 1.060 0.023 -0.701
H 1.707 0.892 0.803
H 2.184 1.545 -0.882
S 3.156 -4.204 0.097
H 2.030 -3.378 0.239
H 3.561 -4.029 1.367
```

Computed properties:
energy relative to the best compared isomer or geometry (same formula, charge and spin) = 3.107 eV
max |F| = 0.0680 Eh/bohr
SMILES = [H]/N=[Si](\O)OC(=O)C(=C)C.S
E_HOMO = -9.51 eV
orbital gap = 9.51 eV
electronic energy = -1125.993762 hartree
LUMO energy = -0.0002 Eh



The following is a quantum chemistry calculation of a 2-piece molecular cluster, C4H12NO3 overall at a distorted geometry, from the OMol25 dataset.

```
20
Properties=species:S:1:pos:R:3
O 2.494 -1.724 0.121
C 1.788 -1.042 -0.562
C 0.292 -0.934 -0.197
C -0.246 0.539 -0.725
C -1.428 0.493 -1.809
O -2.628 0.483 -1.078
N 0.154 -1.187 1.395
H 2.279 -0.491 -1.532
H -0.209 -1.793 -0.620
H 0.548 0.996 -1.339
H -0.318 1.074 0.150
H -1.346 -0.364 -2.385
H -1.543 1.464 -2.263
H -3.455 0.283 -1.505
H 0.093 -0.315 1.967
H -0.661 -1.796 1.665
H 1.007 -1.768 1.579
H 1.020 2.535 1.776
H 1.234 1.855 3.133
O 0.927 1.691 2.229
```

Computed properties:
energy relative to the best compared isomer or geometry (same formula, charge and spin) = 2.709 eV
max |F| = 0.0872 Eh/bohr
E_HOMO = -13.86 eV
orbital gap = 10.23 eV
electronic energy = -439.774991 hartree
charge = +1
LUMO energy = -0.1335 Eh



The following is a quantum chemistry calculation of C5H5AlO4 as an isolated structure at a distorted geometry, from the OMol25 dataset.

```
15
Properties=species:S:1:pos:R:3
O 0.269 -2.093 0.431
C 1.112 -0.969 0.360
C 0.402 0.373 0.301
O -0.036 0.816 -0.878
C -0.975 -0.229 -1.785
O -2.113 -0.383 -1.069
O -1.185 0.544 -2.917
Al -0.993 -1.842 -0.725
H 1.766 -1.020 -0.536
H 1.782 -0.948 1.241
H -1.747 1.291 -2.646
C 0.199 1.199 1.453
C 0.639 1.037 2.762
H -0.402 2.091 1.199
H 1.284 0.130 2.808
```

Computed properties:
2S+1 = 2
max |F| = 0.0469 Eh/bohr
E_HOMO (alpha / beta) = -3.22 / -4.16 eV
orbital gap (alpha / beta) = 6.36 / 7.02 eV
electronic energy = -736.836021 hartree
charge = -1
LUMO energy (alpha / beta) = 0.1153 / 0.1052 Eh



- Among the records above, which one has the highest max |F|?
  C4H12NO3



- Look up the electronic energy of the second one.
  -439.774991 hartree



- What is the formula in the third record?
  C5H5AlO4